Molecular formula: C23H50Br2F3N9O2P2
Method: DFT, wB97M-V/def2-TZVPD

Last column: Löwdin charge in e.
Atoms and positions in Å:
Br (-0.84276, -0.96842, -3.93748)  0.8286
Br (1.83563, -3.76694, -1.44762)  0.8297
P (-2.60017, 4.44740, -1.75021)  0.7440
P (-3.67280, -2.07549, 3.07586)  0.7431
F (1.11302, -2.86579, -3.91193)  -0.1364
F (0.25129, -0.42617, -1.44154)  0.0290
F (-0.86187, -2.42516, -1.66033)  -0.0368
O (-1.85495, 3.80658, -2.92466)  -0.3020
O (-4.69738, -2.26101, 1.95312)  -0.2995
N (-2.56466, -1.70548, 4.38935)  -0.3161
N (6.14898, -1.57517, 0.63533)  0.1785
N (-4.30800, -3.29788, 4.10602)  -0.3395
N (-2.31182, -2.57145, 2.13144)  -0.3346
N (-1.34791, 5.57852, -1.36830)  -0.3452
N (5.06318, -2.92553, -2.31411)  0.0777
N (5.87042, -1.42491, -5.31260)  0.1625
N (-3.59054, 5.19812, -0.50763)  -0.3159
N (-2.61800, 3.04345, -0.75761)  -0.3317
C (5.00561, -1.53582, -1.83568)  -0.4214
C (-1.92944, -1.53328, 1.17099)  -0.1545
C (8.25678, -1.74553, -2.64118)  -0.2407
C (-3.01320, 1.80719, -1.42875)  -0.1384
C (-3.10573, -1.03991, 5.56370)  -0.1367
C (-5.75848, -3.27816, 4.28025)  -0.1503
C (-3.82146, -4.65640, 4.16114)  -0.1345
C (0.02919, -1.52629, -2.23105)  -0.7860
C (-1.29952, 6.66483, -2.35131)  -0.1528
C (5.56752, -1.57410, -0.36624)  -0.1464
C (-2.30003, -3.85577, 1.44388)  -0.1199
C (5.76204, -0.93008, -4.27009)  -0.1736
C (0.01434, 5.13265, -1.11216)  -0.1317
C (2.57582, -1.25669, -2.91914)  -0.1451
C (8.54488, -2.62529, -1.35109)  -0.1301
C (3.50100, -0.97293, -1.66696)  -0.1486
C (-1.65012, 2.75756, 0.27438)  -0.1278
C (1.39333, -2.27260, -2.65324)  -0.7368
C (-4.97549, 4.76812, -0.39521)  -0.1345
C (-3.20625, 6.20469, 0.46241)  -0.1148
C (7.39164, -0.43755, -2.36559)  -0.1665
C (-1.14654, -1.99388, 4.47746)  -0.1140
C (5.86140, -0.56669, -2.75020)  -0.2119
H (0.69876, 5.98403, -1.04957)  0.0811
H (7.62850, -3.26602, -1.18557)  0.0547
H (-3.82378, 1.99684, -2.13554)  0.0722
H (7.84056, -2.40092, -3.44929)  0.0981
H (-2.17007, -4.67967, 2.14472)  0.0575
H (3.62724, 0.15260, -1.59944)  0.1211
H (-0.57007, -1.39486, 3.76836)  0.0758
H (-3.20305, -4.03362, 0.85074)  0.0878
H (-1.89836, -0.55239, 1.65955)  0.0661
H (-4.10528, -5.22881, 3.26954)  0.0829
H (-4.00479, 6.38116, 1.18993)  0.0840
H (0.09635, 4.64551, -0.14114)  0.0560
H (3.04761, -1.27224, -0.67985)  0.1030
H (-1.99154, 1.93251, 0.90788)  0.0703
H (5.43182, 0.47899, -2.68098)  0.1422
H (-0.67614, 2.47534, -0.14511)  0.0798
H (-2.63648, -1.47228, 0.33624)  0.0790
H (-3.00500, 7.16657, -0.01515)  0.0763
H (-2.52034, -0.15355, 5.82656)  0.0801
H (-5.12616, 4.19060, 0.52249)  0.0867
H (-2.73691, -4.68697, 4.28404)  0.0686
H (4.57840, -3.05894, -3.20221)  0.0755
H (-0.71144, 7.50535, -1.97351)  0.0793
H (-1.44022, -3.93066, 0.77105)  0.0741
H (-4.22600, -5.17781, 5.03430)  0.0814
H (-0.87217, 6.33220, -3.30366)  0.0795
H (-0.92901, -1.71892, 0.77388)  0.0655
H (-6.12301, -2.25103, 4.34909)  0.0679
H (-5.66035, 5.62143, -0.39323)  0.0806
H (-3.39045, 1.07489, -0.70910)  0.0780
H (-1.52409, 3.60657, 0.94964)  0.0700
H (8.73299, -1.96239, -0.45556)  0.0692
H (-6.04433, -3.77588, 5.21114)  0.0784
H (7.55755, -0.02168, -1.32703)  0.1187
H (-4.13017, -0.70422, 5.38900)  0.0696
H (3.16835, -1.58668, -3.81055)  0.1144
H (-2.17836, 1.35887, -1.98054)  0.0525
H (2.07699, -0.27265, -3.17411)  0.1225
H (7.81791, 0.35326, -3.05858)  0.1181
H (9.26785, -1.37976, -3.00110)  0.1054
H (-2.30699, 7.04706, -2.54901)  0.0739
H (9.44483, -3.26400, -1.58810)  0.0733
H (-5.26035, 4.13357, -1.23705)  0.0707
H (-6.27725, -3.76793, 3.44694)  0.0780
H (4.76182, -3.59652, -1.60859)  0.0595
H (-2.32742, 5.90165, 1.03438)  0.0741
H (-0.75399, -1.75936, 5.47202)  0.0839
H (-3.12056, -1.72157, 6.42025)  0.0862
H (0.39622, 4.45448, -1.88278)  0.0828
H (-0.93625, -3.05050, 4.30267)  0.0748

As for the max |F|: 6.84 eV Å⁻¹. Its highest occupied orbital energy is -7.905 eV. The LUMO energy is -0.587 eV. As for the SMILES: CCC[C@@H](C#N)[C@@](N)(C#N)CC[C@@](F)(Br)C(F)(F)Br.CN(C)P(=O)(N(C)C)N(C)C.CN(C)P(=O)(N(C)C)N(C)C.

Molecular formula: C23H50BrNO10PS5
Method: DFT, wB97M-V/def2-TZVPD

Last column: Löwdin charge in e.
Atoms and positions in Å:
Br (-5.72199, -1.85721, 3.11924)  0.0300
S (3.46504, 1.37231, 1.85037)  0.6969
S (-2.80351, -4.07133, -2.31266)  0.6494
S (-7.37615, 3.28673, 0.03162)  0.6620
S (-0.13398, 2.41459, -0.74971)  0.6614
S (8.16411, -0.04443, 0.85990)  0.6737
P (-5.12850, -0.62333, 1.25707)  -0.0040
O (3.19258, 2.24717, 0.72749)  -0.3404
O (-4.05148, -4.51436, -1.72748)  -0.3203
O (-7.95546, 4.57054, 0.36682)  -0.3421
O (-0.08605, 2.66096, 0.67769)  -0.3309
O (3.82182, -0.02031, 1.67876)  -0.3200
O (8.90880, 0.64129, -0.17724)  -0.3323
O (-1.29707, 1.84791, -1.39950)  -0.3303
O (-2.65060, -2.76143, -2.91368)  -0.3355
O (7.72736, 0.62130, 2.06911)  -0.3276
O (-7.37022, 2.17273, 0.95866)  -0.3326
N (-1.81999, -2.71307, 1.92293)  0.0220
C (-4.02005, -2.05214, 0.60285)  -0.4091
C (1.70070, 3.62309, -2.24168)  -0.2214
C (-7.14993, 3.33756, -2.57127)  -0.2365
C (-2.24266, -5.31595, -3.46507)  -0.2378
C (-5.71808, 3.55310, -0.57790)  -0.2252
C (-1.50351, -4.30941, -1.11728)  -0.2376
C (1.29518, 1.45718, -1.21499)  -0.2383
C (-1.01935, -5.72998, -1.36690)  -0.2261
C (7.96590, -2.59049, 1.41408)  -0.2272
C (-8.06998, 2.74119, -1.51647)  -0.2397
C (-0.94746, -5.88223, -2.88554)  -0.2330
C (9.04634, -1.52373, 1.31704)  -0.2404
C (1.79062, 2.11855, -2.49244)  -0.2153
C (-5.72982, 3.13176, -2.04637)  -0.2219
C (0.33393, 3.90343, -1.61924)  -0.2256
C (7.05404, -2.36735, 0.20854)  -0.2149
C (-2.45212, -1.77975, 1.09469)  -0.3541
C (2.10409, 1.46931, 2.99668)  -0.2203
C (-1.56628, -0.45414, 0.69920)  -0.1031
C (2.76893, 1.55822, 4.36227)  -0.2180
C (6.75979, -0.87041, 0.12690)  -0.2194
C (4.67552, 2.14213, 2.91515)  -0.2208
C (3.93432, 2.53177, 4.19299)  -0.2177
H (8.39420, -3.59705, 1.41854)  0.1159
H (-8.03194, 1.64789, -1.53341)  0.1135
H (-7.35121, 4.40973, -2.68252)  0.1144
H (-0.42488, -0.53857, 1.01324)  0.0659
H (-3.01769, -6.08382, -3.53835)  0.1032
H (-5.90844, 0.46803, 1.81066)  -0.1114
H (-5.01549, 2.95400, 0.00689)  0.1031
H (1.54192, 2.38072, 2.77230)  0.1063
H (-0.05008, -5.91313, -0.89404)  0.1143
H (-5.46084, 2.07162, -2.12814)  0.1189
H (-7.29535, 2.86300, -3.54609)  0.1120
H (-4.99738, 3.70173, -2.62652)  0.1115
H (6.64315, -0.53924, -0.90811)  0.1105
H (9.57966, -1.36575, 2.25597)  0.1078
H (7.39277, -2.46158, 2.34001)  0.1225
H (-0.80597, -6.92645, -3.18132)  0.1092
H (-4.76390, 0.20041, 0.12928)  -0.0715
H (2.06644, 1.89526, 5.13008)  0.1214
H (2.03383, 1.54719, -0.41290)  0.0426
H (3.14976, 0.57381, 4.65950)  0.1215
H (5.87064, -0.60517, 0.70546)  0.0748
H (-1.73820, -6.44938, -0.95684)  0.1219
H (2.81067, 1.80773, -2.73638)  0.1166
H (-4.38944, -3.03923, 1.15936)  0.0415
H (-0.71516, -3.58143, -1.33083)  0.1122
H (-1.89131, -4.15874, -0.10837)  0.0778
H (-4.00058, -0.10605, 2.04154)  -0.0811
H (1.01561, 0.41137, -1.35319)  0.1121
H (-1.54874, -0.22093, -0.47067)  0.0721
H (-0.42163, 4.10050, -2.38472)  0.1042
H (1.46092, 0.59437, 2.88813)  0.1140
H (-0.09191, -5.31311, -3.26903)  0.1141
H (-6.30718, -1.15353, 0.56254)  -0.0652
H (-2.02659, 0.49183, 1.21183)  0.0695
H (3.54556, 3.55286, 4.09718)  0.1193
H (-2.07888, -4.85749, -4.44359)  0.1003
H (0.37639, 4.73761, -0.91436)  0.1037
H (1.83959, 4.19606, -3.16381)  0.1117
H (2.49222, 3.92464, -1.54490)  0.1122
H (-0.83143, -2.38109, 2.13637)  0.0130
H (7.56925, -2.69231, -0.70354)  0.1175
H (5.09782, 3.01603, 2.41268)  0.1102
H (6.12947, -2.94773, 0.28754)  0.1203
H (4.60412, 2.51562, 5.05845)  0.1161
H (1.14223, 1.84448, -3.33322)  0.1185
H (9.75452, -1.75231, 0.51499)  0.1086
H (-9.10267, 3.08299, -1.60431)  0.1041
H (-5.48323, 4.61539, -0.46819)  0.1018
H (5.46342, 1.41116, 3.11655)  0.0907
H (-4.11889, -2.25366, -0.54643)  0.0598

The energy relative to the best compared isomer or geometry (same formula, charge and spin) comes out at 2.6748 eV. The net charge is -1. As for the max |F|: 5.11 eV Å⁻¹. Its highest occupied orbital energy is -3.584 eV. The LUMO energy is 1.658 eV.

> Which of these has the lowest LUMO energy?

C23H50Br2F3N9O2P2